DFT (ωB97M-V/def2-TZVPD) results for a structure of composition C70H64CaGe2N3O2S4.

Results
HOMO-LUMO gap	4.6	eV
HOMO	-3.632	eV
relative energy (zero: lowest compared OMol25 entry of this formula, charge and spin)	363.5	kJ/mol
total energy	-257018.6769	eV

```
! wB97M-V def2-TZVPD RIJCOSX def2/J DEFGRID3
* xyz -1 1
Ca -2.934 2.672 1.027
O -5.284 0.979 3.564
C -4.816 1.904 2.926
O -4.821 2.104 1.660
C -4.196 3.076 3.701
C -5.030 3.730 4.645
C -4.598 4.895 5.194
C -3.304 5.382 4.874
C -2.779 6.583 5.406
C -1.511 6.984 5.097
C -0.702 6.186 4.259
C -1.185 5.023 3.730
C -2.511 4.613 4.002
N -2.987 3.484 3.389
H -5.989 3.290 4.878
H -5.219 5.456 5.883
H -3.401 7.171 6.071
H -1.114 7.904 5.507
H 0.312 6.496 4.037
H -0.570 4.392 3.101
C 1.352 3.979 -0.111
C 0.203 3.256 0.248
N -0.948 3.850 0.502
C -1.038 5.192 0.422
C 0.069 5.998 0.143
C 1.284 5.346 -0.152
C -0.052 7.427 0.225
C -1.210 8.003 0.607
C -2.377 7.206 0.867
C -3.599 7.761 1.279
C -4.691 6.952 1.457
C -4.559 5.583 1.194
N -3.420 5.028 0.833
C -2.323 5.814 0.706
H 2.260 3.432 -0.334
H 0.225 2.171 0.309
H 2.155 5.939 -0.407
H 0.818 8.033 0.003
H -1.288 9.079 0.705
H -3.665 8.829 1.451
H -5.642 7.349 1.782
H -5.407 4.911 1.282
C -6.138 0.436 -2.565
C -5.297 -0.661 -1.970
C -4.563 -1.517 -2.770
C -3.744 -2.507 -2.227
C -3.004 -3.437 -3.153
C -3.653 -2.613 -0.839
C -4.439 -1.796 -0.012
C -4.441 -1.983 1.483
C -5.241 -0.828 -0.591
C -2.835 -3.690 -0.198
C -3.518 -4.880 0.046
C -2.906 -5.942 0.687
C -1.594 -5.804 1.096
C -0.881 -4.629 0.856
C -1.489 -3.551 0.195
Ge -0.470 -1.896 -0.234
S -1.557 -0.131 0.710
S 1.604 -1.704 0.507
Ge 1.741 -0.187 -1.358
S -2.092 1.065 -0.918
S -0.016 -1.523 -2.330
C 3.484 -0.800 -2.309
C 3.596 -1.457 -3.536
C 4.797 -1.470 -4.250
C 5.929 -0.844 -3.756
C 5.852 -0.215 -2.521
C 4.654 -0.192 -1.812
C 4.685 0.501 -0.484
C 4.875 -0.234 0.689
C 5.095 -1.724 0.665
C 4.937 0.439 1.908
C 4.857 1.818 1.987
C 4.878 2.528 3.315
C 4.731 2.538 0.802
C 4.632 1.901 -0.426
C 4.470 2.711 -1.686
C 2.478 -2.261 -4.120
C 1.534 -1.705 -4.976
C 1.490 -0.225 -5.254
C 0.573 -2.533 -5.557
C 0.529 -3.891 -5.299
C -0.510 -4.778 -5.931
C 1.470 -4.426 -4.421
C 2.440 -3.634 -3.830
C 3.416 -4.233 -2.851
C 0.521 -4.633 1.378
C 1.508 -5.323 0.671
C 1.203 -5.927 -0.675
C 2.785 -5.418 1.210
C 3.095 -4.865 2.445
C 4.472 -5.006 3.038
C 2.100 -4.175 3.125
C 0.818 -4.041 2.606
C -0.216 -3.242 3.354
H -5.998 0.498 -3.645
H -5.867 1.400 -2.129
H -7.201 0.274 -2.368
H -4.612 -1.415 -3.850
H -3.547 -3.532 -4.095
H -2.885 -4.431 -2.720
H -2.006 -3.056 -3.377
H -3.427 -1.959 1.881
H -4.875 -2.950 1.752
H -5.014 -1.196 1.971
H -5.817 -0.171 0.054
H -4.551 -4.952 -0.274
H -3.450 -6.860 0.875
H -1.093 -6.612 1.618
H 4.832 -1.995 -5.199
H 6.858 -0.859 -4.314
H 6.726 0.268 -2.096
H 4.649 -2.191 -0.208
H 4.653 -2.187 1.546
H 6.169 -1.939 0.656
H 5.057 -0.141 2.818
H 5.236 1.870 4.107
H 3.875 2.862 3.592
H 5.521 3.410 3.285
H 4.696 3.624 0.841
H 4.125 3.722 -1.457
H 3.753 2.242 -2.361
H 5.416 2.796 -2.227
H 2.339 0.294 -4.814
H 0.579 0.204 -4.829
H 1.483 -0.029 -6.328
H -0.165 -2.093 -6.221
H -1.102 -4.230 -6.665
H -1.194 -5.175 -5.177
H -0.048 -5.630 -6.435
H 1.444 -5.488 -4.195
H 3.426 -5.321 -2.931
H 3.135 -3.962 -1.828
H 4.428 -3.860 -3.008
H 1.008 -5.142 -1.411
H 0.314 -6.556 -0.642
H 2.042 -6.528 -1.026
H 3.553 -5.950 0.656
H 5.069 -5.727 2.478
H 4.419 -5.342 4.076
H 5.008 -4.054 3.030
H 2.327 -3.723 4.086
H 0.061 -3.140 4.403
H -1.204 -3.699 3.293
H -0.295 -2.235 2.932
*
```